A gas-phase ion, C35H34F5O3S (charge -1). Source: OMol25; level of theory: wB97M-V/def2-TZVPD.

XYZ file:
```
78
C35H34F5O3S wB97M-V/def2-TZVPD
S 0.96803 -3.43687 0.40442
F 6.69912 -5.90906 4.45141
F 5.26091 -7.45241 5.07409
F 5.53752 -5.64126 6.30070
F 5.62935 -0.86502 0.77837
F 4.05645 1.70598 4.45544
O 0.16290 -2.35480 -0.11101
O -3.43575 1.52769 2.30677
O 2.26203 -3.72993 -0.17611
C -1.27754 -5.04535 0.59764
C -3.94759 -1.23450 2.69082
C -0.21745 -7.11898 -0.94087
C 4.66832 -4.67292 3.10263
C -4.67364 -0.58598 3.87827
C 2.32429 -3.98500 2.88265
C -2.40694 0.80124 2.35541
C 2.64736 0.05157 3.49005
C -1.72180 3.40416 0.78474
C 2.05267 -4.79730 4.00495
C -1.54343 -7.18583 -0.50409
C -3.89635 -2.73644 2.94447
C 1.18383 -3.11386 2.27739
C 2.43952 -0.93732 2.53257
C -0.98399 2.93058 2.04603
C 3.63983 -4.01243 2.42633
C 0.45324 3.43912 1.96474
C -1.08102 1.39711 2.19167
C 0.04948 -4.98037 0.16115
C 3.87947 0.70097 3.53115
C -1.37354 -1.40474 2.53218
C 3.04893 -5.52022 4.66439
C 4.62572 -0.54050 1.65974
C -2.06216 -6.15670 0.28655
C 0.00586 0.54202 2.15153
C 1.15468 -1.74654 2.73722
C 5.46734 -6.09898 5.00931
C 3.38474 -1.17468 1.54990
C -2.52235 -0.63848 2.53400
C -1.64736 3.65997 3.22522
C 0.58499 -6.02060 -0.61007
C 4.36816 -5.41204 4.23926
C 4.91102 0.39185 2.65611
C -4.76820 -0.97383 1.41887
C -0.09473 -0.85138 2.41465
H -5.75713 -1.44186 1.50409
H -2.17073 -8.04152 -0.76406
H -1.56939 4.74627 3.07364
H -1.45822 -2.47675 2.66279
H -4.25280 -1.38704 0.54403
H 1.61429 -5.96239 -0.96066
H -5.66600 -1.03884 3.99398
H 0.24518 -3.57279 2.57995
H -4.09864 -0.74068 4.79778
H -3.46332 -3.27204 2.09182
H 0.98534 0.96899 1.92178
H 1.02115 -4.90363 4.34274
H 2.80631 -6.14614 5.52295
H -4.91079 -3.12421 3.09787
H 3.21818 -1.91215 0.75806
H 0.97228 3.03715 1.08733
H 1.01762 3.18650 2.87087
H -4.78804 0.48733 3.70830
H 0.43755 4.53618 1.87218
H -1.15447 3.40307 4.16765
H 3.91099 -3.54605 1.48609
H 1.88151 0.26851 4.24025
H -1.29324 2.94238 -0.10963
H -1.63971 4.49599 0.68889
H -3.31613 -2.95056 3.84947
H -2.70414 3.39261 3.29287
H 1.09732 -1.85821 3.84059
H 5.87439 0.90139 2.71347
H -3.08471 -6.21130 0.66816
H -2.77967 3.13755 0.84946
H 0.20271 -7.92735 -1.54211
H -4.89616 0.10279 1.27674
H -1.69396 -4.21288 1.16490
H 5.68515 -4.59516 2.73584
```

Output
HOMO level   -3.264 eV
Structure (SMILES)   CC(C)(C)c1cc([C@H](c2cc(F)cc(F)c2)[C@H](c2ccc(C(F)(F)F)cc2)S(=O)(=O)c2ccccc2)cc(C(C)(C)C)c1[O-]
Gap between HOMO and LUMO   5.477 eV
Charge   -1